Molecular formula: C6H11N
Method: DFT, wB97M-V/def2-TZVPD

Element x y z (Å)
C (-1.446, 0.735, 1.089)
C (-0.239, -0.109, 0.654)
C (-0.686, -1.496, 0.157)
C (0.647, 0.660, -0.348)
C (2.009, 0.013, -0.644)
C (-0.089, 0.869, -1.607)
N (-0.671, 1.013, -2.597)
H (-1.125, 1.669, 1.568)
H (-2.094, 0.227, 1.820)
H (-2.096, 1.013, 0.247)
H (0.388, -0.290, 1.542)
H (-1.443, -1.784, 0.871)
H (0.095, -2.273, 0.153)
H (-1.141, -1.472, -0.848)
H (0.820, 1.651, 0.088)
H (2.608, 0.667, -1.287)
H (2.557, -0.142, 0.291)
H (1.906, -0.952, -1.151)

## Properties
Calculated total energy in eV: -7890.44861
Energy above the lowest of the compared OMol25 structures with the same formula, charge and spin in kcal/mol: 1.91
HOMO energy in hartree: -0.41716
Orbital gap in eV: 12.275
SMILES: CC(C)[C@@H](C)C#N